1.
Below is a cluster of 3 separate species, C24H39N2O12P3S in total in a non-equilibrium geometry, with properties calculated with ωB97M-V with the def2-TZVPD basis set.

The geometry in ORCA input format:
```
! RIJCOSX wB97M-V def2-TZVPD def2/J DEFGRID3
* xyz 0 1
O 2.92553 -1.73409 3.43403
N 3.55786 -1.09961 2.68236
O 4.36268 -0.15119 3.36241
C 3.63309 1.08397 3.16728
C 3.97695 2.05442 2.09588
C 3.11768 3.24532 2.00446
C 2.00228 3.44222 2.91898
C 1.65216 2.49075 3.99844
C 2.51412 1.30010 4.09768
N 0.52725 2.71512 4.86385
C -0.68609 3.03125 4.15950
C -1.96810 2.35379 4.42702
C -3.21194 2.70319 3.70262
P -4.82914 1.81253 4.09863
O -4.33276 0.23483 4.53415
O -5.51726 1.58144 2.55222
C -3.20091 3.75262 2.67237
C -1.93957 4.44461 2.40673
C -0.72606 4.08809 3.12050
S 0.88794 4.89174 2.79814
H 4.81076 1.90556 1.36442
H 3.27264 4.01934 1.22094
H 2.32420 0.53426 4.88562
H 0.37693 1.93754 5.50627
H -2.06375 1.53661 5.18076
H -3.54565 0.07715 3.96573
H -4.82299 1.09218 2.05976
H -4.08622 4.05813 2.07417
H -1.88532 5.23255 1.62309
C 4.61763 -0.79931 -1.60610
C 4.29760 0.19196 -2.71134
O 5.42128 1.00468 -3.03642
P 6.67542 0.31572 -3.85104
O 6.07344 0.30061 -5.23728
O 7.61117 1.66759 -4.04718
C 8.01649 2.07983 -5.35087
C 7.05437 3.10486 -5.92371
O 7.46960 0.09738 -2.37155
C 8.52901 -0.87388 -2.36457
C 9.68958 -0.47738 -3.25907
H 5.33807 -1.54555 -1.95346
H 3.71329 -1.31997 -1.28460
H 5.05811 -0.29973 -0.74203
H 3.94047 -0.32702 -3.60664
H 3.50521 0.86476 -2.37774
H 8.12302 1.21846 -6.01284
H 9.00927 2.52811 -5.25862
H 6.01260 2.80766 -5.79883
H 7.24898 3.26763 -6.98562
H 7.16795 4.06027 -5.40306
H 8.12615 -1.84592 -2.66447
H 8.87417 -0.96234 -1.33331
H 9.39860 -0.49586 -4.31350
H 10.52631 -1.16656 -3.13164
H 10.02620 0.53527 -3.03351
C -8.13121 -3.65002 -3.09744
C -7.06042 -4.49766 -2.43221
O -6.31825 -3.75546 -1.47017
P -7.05489 -3.35686 -0.05225
O -6.94954 -4.69149 0.64903
O -5.76817 -2.62886 0.69601
C -5.31890 -3.09255 1.96771
C -4.19461 -4.10156 1.81549
O -7.41200 -1.83744 -0.70515
C -8.45901 -1.10293 -0.04817
C -8.09783 -0.73174 1.37770
H -8.91228 -3.37606 -2.38234
H -8.60064 -4.19559 -3.91866
H -7.70653 -2.72276 -3.48441
H -7.50209 -5.38220 -1.96191
H -6.34911 -4.84103 -3.18564
H -6.14918 -3.50369 2.54440
H -4.95298 -2.22407 2.52253
H -4.41816 -4.85769 1.06227
H -3.99071 -4.60032 2.76512
H -3.27936 -3.59953 1.48741
H -9.38088 -1.69196 -0.07192
H -8.62990 -0.19734 -0.63231
H -8.03603 -1.62117 2.01223
H -8.85062 -0.06792 1.80629
H -7.12698 -0.23778 1.41731
*
```

Computed properties:
calculated total energy = -3372.3962 hartree
LUMO level = -1.11 eV
gap between HOMO and LUMO = 7.16 eV
SMILES string = O=NOc1ccc2c(c1)Nc1cc(P(O)O)ccc1S2.CCOP(=O)(OCC)OCC.CCOP(=O)(OCC)OCC
E_HOMO = -8.27 eV

2.
Below is the ion C24H39N7O2PS3 with charge +1 in a non-equilibrium geometry, with properties calculated with ωB97M-V with the def2-TZVPD basis set.

The geometry in ORCA input format:
```
! RIJCOSX wB97M-V def2-TZVPD def2/J DEFGRID3
* xyz 1 1
C -3.07199 -1.06893 -1.43042
C -2.76763 -1.99047 -0.13926
C -2.74706 -1.02298 1.14493
C -1.29398 -0.49415 1.57263
N -0.66019 0.46672 0.60635
C -0.97846 1.89908 0.91366
C -2.42208 2.36984 0.34032
C -3.49563 2.48579 1.54934
O -3.94607 3.85014 1.77053
C 0.82323 0.36982 0.80705
N 1.48098 -0.35260 -0.08942
C 0.78550 -1.00197 -1.27298
C 0.29948 0.07157 -2.37681
C 1.33487 0.30899 -3.58783
S 1.23428 2.14953 -4.00320
C -0.32365 2.48436 -4.93651
S -0.21687 2.69789 -6.61131
N -1.67267 2.60249 -4.35184
C -2.75642 1.64267 -4.57343
C -4.06081 2.11466 -3.83667
N -3.67937 3.35996 -3.17488
C -2.28798 3.60644 -3.50125
C 2.94826 -0.56370 0.01891
C 3.40449 -2.11255 0.07240
O 4.65245 -2.31759 -0.04726
N 2.49697 -3.25812 0.28043
C 2.43375 -4.14127 -0.96752
C 3.03882 -4.20011 1.34029
N 1.38286 1.07835 1.95884
P 2.39741 2.46381 1.57652
S 1.62857 4.20733 1.92670
C 1.87465 0.22043 3.04578
C 2.47566 0.94018 4.32061
C 2.94448 0.01984 5.47762
N 2.88890 -1.40809 5.54446
C 2.36394 -2.03070 4.37075
C 1.82264 -1.34788 3.08547
H -2.33872 -0.18049 -1.53092
H -4.12369 -0.61332 -1.26001
H -3.04679 -1.62700 -2.42687
H -1.85128 -2.66687 -0.24926
H -3.67951 -2.69811 -0.03827
H -3.13665 -1.64863 2.03947
H -3.51595 -0.19728 0.96068
H -0.62347 -1.43312 1.67677
H -1.34120 0.03837 2.60090
H -0.99581 2.12557 2.04516
H -0.19422 2.57460 0.39058
H -2.78403 1.68713 -0.50990
H -2.27926 3.44309 -0.04752
H -3.08086 2.09544 2.55681
H -4.42899 1.84976 1.28718
H -4.84461 3.75316 2.17026
H -0.08663 -1.60555 -0.81961
H 1.44646 -1.75890 -1.81457
H -0.67455 -0.36584 -2.82826
H -0.00921 1.04531 -1.85449
H 0.88989 -0.22035 -4.51759
H 2.40301 -0.03907 -3.38922
H -2.69918 0.67116 -5.19225
H -5.08081 1.58288 -3.85590
H -1.78821 4.55069 -3.11215
H 3.41780 -0.14247 -0.95493
H 3.47329 -0.04101 0.88165
H 3.18996 -4.98133 -0.79753
H 2.60766 -3.55062 -1.93086
H 1.38930 -4.63685 -0.92253
H 2.37281 -5.14708 1.30322
H 2.95314 -3.78006 2.39771
H 4.12248 -4.51030 1.15376
H 2.74379 2.40529 0.16883
H 3.66195 2.34165 2.28238
H 2.52397 2.08233 4.35211
H 3.35616 0.55914 6.41267
H 2.32880 -3.18544 4.37865
H 1.39180 -1.87464 2.17084
*
```

Computed properties:
calculated total energy = -3006.9062 hartree
LUMO level = -4.27 eV
gap between HOMO and LUMO = 6.42 eV
SMILES string = CCCC/[N+](CCCO)=C(\N(CCCSC(=S)n1ccnc1)CC(=O)N(C)C)N([PH2]=S)c1ccncc1
E_HOMO = -10.69 eV

3.
Below is a structure of composition C24H40BN6O5PSn in a non-equilibrium geometry, with properties calculated with ωB97M-V with the def2-TZVPD basis set.

The geometry in ORCA input format:
```
! RIJCOSX wB97M-V def2-TZVPD def2/J DEFGRID3
* xyz 2 1
Sn -2.16297 7.55482 15.58127
C -3.84990 4.76465 17.23771
C -2.41405 4.53846 16.99520
C -1.64065 3.42122 17.30628
C -0.31736 3.76903 16.95320
C 0.93640 2.93965 17.03336
N -0.31043 5.03105 16.40775
N -1.61592 5.47189 16.38979
B 0.80961 6.05289 15.91001
N 0.71554 7.39983 16.77979
N -0.54385 7.98013 17.01611
C -0.44289 8.72365 18.15722
C -1.65126 9.26319 18.83700
C 0.88975 8.74364 18.58832
C 1.56728 7.92676 17.68585
C 3.04725 7.59150 17.62751
N 0.53040 6.52998 14.42916
N -0.38969 7.49250 14.18883
C -0.40595 7.77425 12.87241
C -1.25618 8.81804 12.28656
C 0.56170 7.00475 12.22182
C 1.12498 6.17791 13.25903
C 2.28142 5.20119 13.14971
H -4.35860 3.78906 17.38540
H -3.99037 5.41573 18.12113
H -4.30901 5.24539 16.35099
H -1.97176 2.48463 17.75960
H 0.74025 1.86845 17.08013
H 1.53179 3.15407 16.09252
H 1.54402 3.29745 17.90685
H 1.91106 5.53120 15.93415
H -2.43099 9.57605 18.10496
H -2.07471 8.45740 19.49226
H -1.37491 10.11122 19.48853
H 1.29160 9.28877 19.42495
H 3.68579 8.27916 18.23441
H 3.23487 6.55510 17.99965
H 3.37174 7.63666 16.57043
H -2.12380 9.09023 12.92295
H -0.65303 9.74407 12.09701
H -1.72089 8.45359 11.32517
H 0.79967 7.09815 11.16235
H 2.70829 5.28285 12.13709
H 3.03663 5.45882 13.93417
H 1.91723 4.14720 13.31596
C -6.16571 8.75873 14.07697
C -5.24912 9.48623 13.10093
C -4.71544 8.58303 11.95193
C -5.91248 10.70946 12.50549
O -4.00040 9.91989 13.79883
P -3.77322 10.52648 15.23947
O -5.01907 11.08832 15.83838
O -3.08749 9.42602 16.20076
O -2.58628 11.47174 14.85487
C -1.87326 12.44618 15.74741
C -0.47968 11.86552 16.04401
C -1.79149 13.67356 14.87293
C -2.68681 12.65268 16.98104
H -7.02510 8.34228 13.49984
H -6.53280 9.44094 14.85633
H -5.62372 7.93353 14.57431
H -5.60644 8.21409 11.42949
H -4.16479 7.74036 12.42465
H -4.06184 9.15685 11.26109
H -6.84284 10.41915 11.98021
H -5.25624 11.20841 11.77966
H -6.18189 11.40198 13.32704
H -0.03791 11.53253 15.08223
H -0.51115 11.03762 16.76870
H 0.17764 12.65528 16.46863
H -1.22240 13.41581 13.94852
H -1.27449 14.45204 15.45740
H -2.80443 14.02918 14.63303
H -2.80211 11.70757 17.52226
H -3.66887 13.05423 16.72101
H -2.15973 13.35163 17.66577
O -3.67109 4.68348 13.47608
C -4.25410 5.63810 13.83990
*
```

Computed properties:
calculated total energy = -2223.3368 hartree
LUMO level = -10.56 eV
gap between HOMO and LUMO = 4.57 eV
E_HOMO = -15.13 eV